1.
# C2H5NP2

C2H5NP2 as an isolated structure (ωB97M-V/def2-TZVPD, the Open Molecules 2025 dataset).

Cartesian coordinates (Å):
C 1.136 0.017 -1.694
C 0.488 0.715 1.284
N 1.682 0.523 -2.566
P -1.572 -0.577 -0.621
P 0.405 -0.875 0.307
H -0.369 1.001 2.029
H 0.632 1.430 0.459
H 1.420 0.585 1.936
H -2.394 -1.157 0.376
H -1.428 -1.661 -1.510

Summary:
Energy relative to the best compared isomer or geometry (same formula, charge and spin) ... 141.2 kJ/mol
Total energy ... -22220.1224 eV
Strongest force on any atom ... 4.061 eV/Å
Multiplicity ... 1

=====

2.
# C2H5NP2

C2H5NP2 in the gas phase (ωB97M-V/def2-TZVPD, the Open Molecules 2025 dataset).

Cartesian coordinates (Å):
C -1.686 -0.194 0.698
C 1.359 -0.071 -1.138
N -1.061 -0.941 -0.149
P 0.573 -1.240 0.055
P 1.425 0.684 0.616
H -2.758 -0.125 0.705
H -1.241 0.324 1.559
H 2.346 -0.492 -1.427
H 0.673 0.398 -1.896
H 0.369 1.658 0.976

Summary:
Energy relative to the best compared isomer or geometry (same formula, charge and spin) ... 97.0 kJ/mol
SMILES ... C=NP1#[PH]C1
Total energy ... -22220.5802 eV
Strongest force on any atom ... 2.910 eV/Å
Multiplicity ... 1